[1]
DFT (wB97M-V/def2-TZVPD) results for a gas-phase ion, C4H11N2 (charge +1) in a non-equilibrium geometry.

* total charge: +1
* F_max: 0.1447 hartree/bohr
* HOMO level: -14.342 eV
* energy above the lowest of the compared OMol25 structures with the same formula, charge and spin: 72.1 kcal/mol
* HOMO-LUMO gap: 10.48 eV

CARTESIAN COORDINATES (ANGSTROEM)
C  -0.855  -0.033  -1.576
C  -1.084  0.786  -0.233
C  0.310  1.045  0.312
C  0.788  -0.344  2.209
N  1.015  -0.085  0.895
N  -0.007  -1.268  -1.273
H  -0.204  0.600  -2.270
H  -1.731  -0.356  -2.186
H  -1.650  1.662  -0.478
H  -1.513  0.319  0.666
H  0.914  1.681  -0.337
H  0.008  1.603  1.156
H  -0.029  0.245  2.675
H  1.589  -0.642  2.762
H  0.470  -1.490  -2.137
H  0.776  -0.892  -0.606
H  -0.637  -1.985  -0.872

---

[2]
DFT (wB97M-V/def2-TZVPD) results for a molecular structure, C4H6N2O in a non-equilibrium geometry.

* F_max: 0.0332 hartree/bohr
* HOMO level: -8.224 eV
* energy above the lowest of the compared OMol25 structures with the same formula, charge and spin: 125.5 kcal/mol
* HOMO-LUMO gap: 7.83 eV

CARTESIAN COORDINATES (ANGSTROEM)
N  2.317  -1.090  0.087
C  1.329  -1.755  0.487
O  0.056  -1.295  0.407
C  -0.184  0.005  0.133
C  -1.491  0.293  -0.207
C  -1.064  2.241  -0.554
N  -1.513  2.839  -1.447
H  3.175  -1.619  0.217
H  1.295  -2.746  0.941
H  0.712  0.617  0.007
H  -0.457  2.128  0.354
H  -1.986  -0.409  -0.873
H  -2.188  0.790  0.450

---

[3]
DFT (wB97M-V/def2-TZVPD) results for C21H25N5O4 in the gas phase in a non-equilibrium geometry.

* F_max: 0.0275 hartree/bohr
* HOMO level: -7.684 eV
* energy above the lowest of the compared OMol25 structures with the same formula, charge and spin: 66.5 kcal/mol
* HOMO-LUMO gap: 7.93 eV

CARTESIAN COORDINATES (ANGSTROEM)
C  0.759  3.694  -4.219
C  1.605  2.923  -3.261
N  1.109  1.803  -2.791
C  1.849  1.114  -1.940
N  1.595  -0.026  -1.325
C  2.679  -0.233  -0.563
N  3.619  0.696  -0.655
N  3.113  1.559  -1.532
C  3.653  2.702  -2.002
C  2.882  3.404  -2.892
H  3.248  4.328  -3.308
C  5.003  3.082  -1.514
H  4.993  3.147  -0.427
H  5.718  2.303  -1.778
H  5.319  4.029  -1.939
C  2.752  -1.403  0.353
O  2.624  -2.546  0.012
O  2.935  -0.987  1.607
C  2.706  -1.958  2.621
H  2.836  -1.433  3.570
H  3.432  -2.774  2.549
C  1.298  -2.581  2.547
O  1.110  -3.675  3.038
C  0.307  -1.799  1.841
C  -0.702  -2.324  1.041
N  -1.336  -1.288  0.434
C  -0.773  -0.100  0.835
C  0.241  -0.383  1.699
H  0.862  0.333  2.202
C  -1.196  1.215  0.283
H  -0.793  2.015  0.899
H  -2.278  1.302  0.241
H  -0.804  1.328  -0.729
C  -2.440  -1.420  -0.475
H  -2.355  -0.659  -1.254
H  -2.385  -2.405  -0.942
C  -3.834  -1.259  0.183
C  -3.938  -1.786  1.628
H  -4.861  -2.352  1.751
C  -3.982  -0.509  2.465
H  -2.970  -0.157  2.672
C  -4.684  0.446  1.506
H  -5.773  0.290  1.533
H  -4.472  1.500  1.692
O  -4.183  0.121  0.225
H  -4.518  -0.632  3.403
H  -3.100  -2.420  1.901
H  -4.556  -1.771  -0.471
C  -0.956  -3.753  0.725
H  -2.006  -4.025  0.826
H  -0.641  -3.969  -0.297
H  -0.371  -4.368  1.402
H  0.554  4.687  -3.823
H  1.279  3.810  -5.168
H  -0.176  3.168  -4.380

---

[4]
DFT (wB97M-V/def2-TZVPD) results for C10H19N3O5 in the gas phase in a non-equilibrium geometry.

* F_max: 0.0880 hartree/bohr
* HOMO level: -9.514 eV
* energy above the lowest of the compared OMol25 structures with the same formula, charge and spin: 62.4 kcal/mol
* HOMO-LUMO gap: 9.79 eV

CARTESIAN COORDINATES (ANGSTROEM)
C  2.338  0.431  -0.516
C  1.086  1.020  0.139
C  3.519  1.196  -0.149
C  3.728  2.707  -0.570
C  -0.237  -0.809  -0.890
C  -0.991  -0.315  -2.129
C  -0.959  -2.060  -0.126
C  -2.393  -2.085  0.272
C  -2.708  -2.038  1.730
C  -2.646  -0.674  2.461
H  2.777  0.009  -2.397
H  2.366  1.512  -2.251
H  2.427  -0.559  -0.110
H  4.429  0.627  -0.280
H  3.594  1.421  0.966
H  3.377  4.092  -1.595
H  -0.869  0.715  0.553
H  0.685  -1.160  -1.369
H  -0.323  -1.978  0.764
H  -0.584  -2.920  -0.777
H  -2.920  -1.238  -0.202
H  -2.830  -3.093  -0.138
H  -3.634  -2.578  1.985
H  -1.833  -2.453  2.365
H  -2.675  -0.825  3.597
H  -1.651  -0.317  2.264
H  -4.600  -0.093  2.217
H  -3.553  1.124  2.508
H  0.493  0.578  -2.489
N  2.094  0.585  -1.960
N  0.023  0.234  0.136
N  -3.661  0.267  2.001
O  1.121  2.069  0.737
O  4.265  3.449  0.228
O  3.245  3.134  -1.703
O  -2.009  -0.777  -2.612
O  -0.491  0.801  -2.660

---

[5]
DFT (wB97M-V/def2-TZVPD) results for 2 unconnected molecules or ions with the total composition H6NO in a non-equilibrium geometry.

* total charge: +1
* F_max: 0.0903 hartree/bohr
* HOMO level: -17.589 eV
* energy above the lowest of the compared OMol25 structures with the same formula, charge and spin: 30.3 kcal/mol
* HOMO-LUMO gap: 13.37 eV

CARTESIAN COORDINATES (ANGSTROEM)
O  -0.978  0.713  -0.450
H  -1.072  1.554  0.051
H  -1.741  0.164  -0.159
N  0.758  -0.486  0.112
H  1.293  0.371  -0.126
H  -0.259  -0.277  0.094
H  1.028  -0.810  1.060
H  0.970  -1.230  -0.581

---

[6]
DFT (wB97M-V/def2-TZVPD) results for C5H9NOS in the gas phase in a non-equilibrium geometry.

* F_max: 0.1168 hartree/bohr
* HOMO level: -8.269 eV
* energy above the lowest of the compared OMol25 structures with the same formula, charge and spin: 105.5 kcal/mol
* HOMO-LUMO gap: 8.76 eV

CARTESIAN COORDINATES (ANGSTROEM)
C  -2.110  -1.457  -0.253
C  -1.165  -0.417  -0.063
C  -1.763  0.995  0.161
C  -0.123  -0.670  1.037
C  0.945  -0.174  0.056
H  -1.761  -2.623  0.091
H  -2.432  -1.637  -1.417
H  -2.979  -1.114  0.427
H  -2.366  1.342  1.154
H  -2.546  1.352  -0.576
H  0.118  2.313  0.583
H  0.091  -1.879  1.177
H  -0.339  -0.325  2.219
H  0.071  0.393  -1.833
N  0.039  -0.218  -0.937
O  -0.601  2.041  -0.042
S  2.623  -0.143  -0.035

---

[7]
DFT (wB97M-V/def2-TZVPD) results for 2 unconnected molecules or ions with the total composition HNO3S in a non-equilibrium geometry.

* F_max: 0.0569 hartree/bohr
* HOMO level (alpha / beta): -9.354 / -9.352 eV
* energy above the lowest of the compared OMol25 structures with the same formula, charge and spin: 51.8 kcal/mol
* HOMO-LUMO gap (alpha / beta): 8.14 / 8.83 eV

CARTESIAN COORDINATES (ANGSTROEM)
N  -1.258  -0.475  0.025
O  -2.270  -0.278  0.584
O  -0.752  -1.071  -0.874
O  0.379  1.009  0.474
S  1.435  0.736  -0.506
H  2.467  0.078  0.296

---

[8]
DFT (wB97M-V/def2-TZVPD) results for C3H4FNS in the gas phase in a non-equilibrium geometry.

* F_max: 0.0544 hartree/bohr
* HOMO level: -8.717 eV
* energy above the lowest of the compared OMol25 structures with the same formula, charge and spin: 14.2 kcal/mol
* HOMO-LUMO gap: 9.03 eV

CARTESIAN COORDINATES (ANGSTROEM)
C  2.135  -0.609  -0.118
C  0.832  -0.586  -0.169
C  -1.254  0.775  -0.086
H  2.659  -1.549  -0.310
H  0.282  -1.495  -0.268
H  0.722  1.379  -0.357
H  -1.426  1.882  -0.293
N  0.100  0.601  -0.180
F  2.897  0.367  0.294
S  -2.455  -0.325  0.130

---

[9]
DFT (wB97M-V/def2-TZVPD) results for a molecular structure, C13H15Cl2MnN5S2.

* total charge: +2
* spin multiplicity: 6
* F_max: 0.0035 hartree/bohr
* HOMO level (alpha / beta): -14.085 / -14.074 eV
* energy above the lowest of the compared OMol25 structures with the same formula, charge and spin: 0.3 kcal/mol
* HOMO-LUMO gap (alpha / beta): 8.72 / 7.93 eV

CARTESIAN COORDINATES (ANGSTROEM)
Mn  -0.380  -0.394  -0.154
N  0.020  1.157  3.128
C  -0.512  -0.080  3.044
N  -0.742  -0.705  1.900
C  -1.306  -1.968  2.128
C  -1.460  -2.285  3.426
S  -0.918  -0.999  4.436
C  -1.674  -2.765  0.954
C  -2.152  -4.023  0.920
S  -2.479  -4.504  -0.702
C  -1.925  -2.979  -1.264
N  -1.525  -2.166  -0.302
N  -1.881  -2.656  -2.575
H  -0.069  1.774  2.336
H  0.049  1.612  4.027
H  -1.868  -3.185  3.856
H  -2.339  -4.696  1.739
H  -2.288  -3.291  -3.244
H  -1.942  -1.680  -2.820
Cl  -1.912  1.594  -0.618
C  -1.293  2.160  -2.210
Cl  -0.836  0.785  -3.216
H  -0.415  2.770  -2.030
H  -2.100  2.708  -2.683
N  1.562  -0.506  -1.095
C  1.996  0.866  -0.869
C  2.283  1.714  -1.927
C  2.626  3.033  -1.660
C  2.690  3.495  -0.351
C  2.422  2.631  0.701
C  2.066  1.313  0.446
H  1.564  -0.727  -2.087
H  2.199  -1.164  -0.648
H  2.258  1.350  -2.947
H  2.866  3.697  -2.480
H  2.976  4.519  -0.153
H  2.517  2.975  1.723
H  1.919  0.619  1.270

---

[10]
DFT (wB97M-V/def2-TZVPD) results for a molecular structure, C5H12N2O in a non-equilibrium geometry.

* F_max: 0.0609 hartree/bohr
* HOMO level (alpha / beta): -7.123 / -7.123 eV
* energy above the lowest of the compared OMol25 structures with the same formula, charge and spin: 131.1 kcal/mol
* HOMO-LUMO gap (alpha / beta): 7.56 / 7.56 eV

CARTESIAN COORDINATES (ANGSTROEM)
C  1.961  -1.573  -1.170
C  0.777  0.167  1.631
C  1.015  -0.436  -1.464
C  0.011  0.692  0.447
N  0.057  1.934  0.128
O  1.082  0.304  -2.403
H  -0.487  2.157  -0.704
H  2.686  -1.241  -0.423
H  1.401  -2.405  -0.738
H  2.475  -1.903  -2.076
H  0.743  -0.923  1.668
H  1.818  0.495  1.586
H  0.346  0.562  2.555
C  -1.851  -0.085  0.476
N  -2.718  0.912  0.025
H  -2.749  1.023  -0.980
H  -2.554  1.810  0.471
H  -1.901  -0.252  1.549
H  -1.931  -1.021  -0.074
H  -0.181  -0.217  -0.503

---

[11]
DFT (wB97M-V/def2-TZVPD) results for C5H8N2 in the gas phase in a non-equilibrium geometry.

* F_max: 0.0948 hartree/bohr
* HOMO level: -9.851 eV
* energy above the lowest of the compared OMol25 structures with the same formula, charge and spin: 56.8 kcal/mol
* HOMO-LUMO gap: 10.58 eV

CARTESIAN COORDINATES (ANGSTROEM)
C  2.269  0.082  0.100
C  1.032  0.741  0.001
C  -0.362  0.003  -0.195
C  -0.063  -1.489  -0.187
C  -1.657  0.544  0.574
N  3.281  -0.411  0.352
N  0.327  0.712  -1.326
H  1.064  1.770  0.348
H  -1.040  -2.031  -0.338
H  0.575  -1.760  0.777
H  0.528  -1.772  -1.008
H  -2.236  -0.243  0.839
H  -2.141  1.167  -0.092
H  -1.429  1.076  1.566
H  -0.148  1.611  -1.411

---

[12]
DFT (wB97M-V/def2-TZVPD) results for 2 unconnected molecules or ions with the total composition CIO4S in a non-equilibrium geometry.

* total charge: -1
* spin multiplicity: 3
* F_max: 0.0784 hartree/bohr
* HOMO level (alpha / beta): -2.968 / -6.145 eV
* energy above the lowest of the compared OMol25 structures with the same formula, charge and spin: 0.9 kcal/mol
* HOMO-LUMO gap (alpha / beta): 5.69 / 6.02 eV

CARTESIAN COORDINATES (ANGSTROEM)
C  -1.166  -0.077  1.705
O  -1.263  0.080  -0.895
O  -0.912  0.949  2.302
O  0.126  -1.769  -0.230
O  0.864  0.486  0.170
S  -0.185  -0.403  -0.129
I  2.536  0.734  -2.922